Here is a single C4H4O molecule from OMol25. Energies are from wB97M-V/def2-TZVPD.

Computed properties:
**M**: 68.1 g mol⁻¹
**Structure (SMILES)**: CC#CC=O
**HOMO energy**: -10.38 eV
**Relative energy (zero: lowest compared OMol25 entry of this formula, charge and spin)**: 1.377 eV
**Kohn-Sham gap**: 10.7 eV

Structure (XYZ):
```
9
Properties=species:S:1:pos:R:3:forces:R:3
C 0.78086 1.24925 1.07214 0.05 0.03 0.04
C -0.23455 -0.59834 -0.55820 0.12 0.38 0.35
O -0.53763 -2.25456 -2.22738 -0.12 0.33 0.39
C -0.98003 -1.56495 -1.33842 0.05 -0.18 -0.22
H 0.85468 2.20797 0.55004 0.01 -0.13 0.06
H 0.17129 1.39300 1.96983 0.07 -0.06 -0.17
C 0.20197 0.24333 0.18990 -0.14 -0.35 -0.32
H -2.04175 -1.61746 -1.03315 0.04 -0.10 -0.12
H 1.78516 0.94175 1.37525 -0.10 0.09 -0.02
```
Forces are in eV/Å.